Record 1
This record from the OMol25 dataset describes a cluster of 2 separate species, C10H20ClFN4O2 in total. The level of theory is ωB97M-V/def2-TZVPD.

Positions of all 38 atoms, in Å:
1 C 2.237 -0.864 -0.468
2 O 2.035 0.173 0.524
3 C 0.915 0.897 0.325
4 N 1.194 1.997 -0.623
5 C 0.337 2.700 -1.320
6 N 0.711 3.660 -2.202
7 C -0.381 4.151 -2.713
8 N -1.427 3.543 -2.193
9 F -2.721 3.753 -2.418
10 N -1.021 2.588 -1.288
11 C -2.037 1.826 -0.554
12 C -2.835 0.859 -1.436
13 C -2.192 -0.499 -1.675
14 Cl -1.855 -1.373 -0.177
15 H 1.692 -1.779 -0.152
16 H 3.300 -1.076 -0.486
17 H 1.924 -0.510 -1.458
18 H 0.125 0.273 -0.087
19 H 0.589 1.313 1.279
20 H 2.170 2.213 -0.766
21 H -0.459 4.935 -3.445
22 H -2.710 2.554 -0.106
23 H -1.574 1.284 0.261
24 H -3.810 0.733 -0.970
25 H -3.004 1.317 -2.411
26 H -1.279 -0.410 -2.261
27 H -2.873 -1.120 -2.249
28 C 2.073 -2.110 2.799
29 C 0.893 -2.830 2.100
30 C 0.493 -4.069 2.921
31 O 1.172 -3.123 0.805
32 H 2.969 -2.734 2.865
33 H 2.315 -1.240 2.193
34 H 1.822 -1.768 3.815
35 H 0.025 -2.109 2.216
36 H 1.321 -4.781 2.925
37 H -0.374 -4.552 2.465
38 H 0.240 -3.822 3.962

Computed properties:
LUMO energy: -0.81 eV
Molar mass: 282.7 g mol⁻¹
HOMO: -0.190 Eh
E: -1322.3231 Eh
HOMO-LUMO gap: 4.36 eV

=====

Record 2
This record from the OMol25 dataset describes a structure of composition C10H20ClI2NO2PTi in a non-equilibrium geometry. The level of theory is ωB97M-V/def2-TZVPD.

Positions of all 38 atoms, in Å:
1 I -3.012 -1.473 -1.987
2 I -2.707 1.145 -1.805
3 Ti 1.772 -0.298 -1.126
4 P 0.629 -0.065 -3.668
5 C -0.983 -0.006 -4.683
6 C 1.404 1.320 -4.585
7 H 2.433 -1.552 -4.272
8 H 1.454 -1.228 -5.709
9 H 0.874 -2.331 -4.483
10 C 1.419 -1.402 -4.628
11 H 2.404 1.476 -4.198
12 H 1.458 1.170 -5.667
13 H -0.824 0.040 -5.777
14 H -1.528 0.907 -4.382
15 H 0.822 2.224 -4.424
16 H -1.563 -0.914 -4.442
17 C -5.312 -0.060 -0.113
18 O -6.386 -0.168 -0.463
19 Cl 3.918 0.162 -1.542
20 O 0.914 -0.485 0.640
21 C 0.500 -0.421 1.855
22 C 1.514 -0.621 3.004
23 C 1.593 0.562 3.929
24 C 0.503 0.632 5.025
25 C -0.906 0.752 4.466
26 C -1.329 -0.406 3.564
27 N -0.807 -0.277 2.151
28 H 1.257 -1.525 3.578
29 H 2.494 -0.852 2.541
30 H 2.574 0.479 4.419
31 H 1.592 1.515 3.369
32 H 0.615 -0.188 5.734
33 H 0.694 1.495 5.670
34 H -1.614 0.724 5.308
35 H -1.053 1.736 3.978
36 H -0.947 -1.365 3.933
37 H -2.407 -0.466 3.440
38 H -1.459 -0.239 1.351

Computed properties:
LUMO energy (alpha / beta): -14.75 / -14.92 eV
Molar mass: 554.4 g mol⁻¹
HOMO (alpha / beta): -0.668 / -0.662 Eh
Net charge: +3
E: -2843.5441 Eh
HOMO-LUMO gap (alpha / beta): 3.43 / 3.10 eV

=====

Record 3
This record from the OMol25 dataset describes an isolated molecule of C10H20ClN3O in a non-equilibrium geometry. The level of theory is ωB97M-V/def2-TZVPD.

Positions of all 35 atoms, in Å:
1 C 1.549 1.725 -0.532
2 C 0.657 1.724 0.719
3 C 1.555 1.549 2.004
4 C 0.685 1.477 3.263
5 C -0.316 0.309 3.150
6 C -1.201 0.411 1.883
7 C -2.016 -0.886 1.779
8 N -0.347 0.634 0.690
9 N -0.760 0.123 -0.590
10 C -0.225 -1.019 -1.159
11 O 0.650 -1.674 -0.637
12 N -0.784 -1.432 -2.360
13 C -0.203 -2.438 -3.263
14 C 0.455 -1.748 -4.441
15 Cl -0.759 -0.988 -5.539
16 H 0.944 1.950 -1.422
17 H 2.086 0.792 -0.658
18 H 2.302 2.504 -0.429
19 H 0.110 2.699 0.818
20 H 2.179 0.653 1.945
21 H 2.267 2.420 2.062
22 H 1.298 1.276 4.151
23 H 0.178 2.457 3.417
24 H 0.307 -0.605 3.161
25 H -0.927 0.273 4.057
26 H -1.904 1.242 2.018
27 H -1.340 -1.664 1.530
28 H -2.786 -0.829 0.984
29 H -2.486 -1.083 2.756
30 H -1.466 0.618 -1.141
31 H -1.454 -0.764 -2.722
32 H -0.961 -3.122 -3.642
33 H 0.565 -3.016 -2.715
34 H 0.963 -2.556 -5.011
35 H 1.185 -1.011 -4.122

Computed properties:
LUMO energy: 0.77 eV
Molar mass: 233.7 g mol⁻¹
Structure (SMILES): C[C@@H]1CCC[C@H](C)N1NC(=O)NCCCl
Relative energy (zero: lowest compared OMol25 entry of this formula, charge and spin): 0.0000 eV
HOMO: -0.313 Eh
E: -1092.7302 Eh
HOMO-LUMO gap: 9.28 eV

=====

Record 4
This record from the OMol25 dataset describes a structure of composition C10H20CsO5. The level of theory is ωB97M-V/def2-TZVPD.

Positions of all 36 atoms, in Å:
1 Cs 0.894 0.146 1.140
2 C -0.222 2.884 -1.361
3 C 0.065 3.579 -0.051
4 O -0.372 2.881 1.105
5 C -1.775 2.770 1.298
6 C -2.328 1.383 1.034
7 O -1.945 0.476 2.050
8 C -2.624 -0.773 1.992
9 C -2.350 -1.644 0.783
10 O -1.024 -2.142 0.793
11 C -0.680 -2.936 -0.340
12 C -0.513 -2.157 -1.629
13 O 0.617 -1.298 -1.527
14 C 0.786 -0.428 -2.636
15 C -0.004 0.855 -2.519
16 O 0.506 1.666 -1.472
17 H 0.065 3.564 -2.171
18 H -1.295 2.682 -1.464
19 H -0.391 4.573 -0.111
20 H 1.140 3.708 0.077
21 H -2.318 3.463 0.647
22 H -1.988 3.051 2.330
23 H -1.989 1.027 0.051
24 H -3.420 1.485 1.000
25 H -3.708 -0.608 2.002
26 H -2.357 -1.308 2.903
27 H -2.564 -1.104 -0.145
28 H -3.065 -2.474 0.842
29 H -1.429 -3.715 -0.518
30 H 0.264 -3.415 -0.084
31 H -1.411 -1.577 -1.865
32 H -0.352 -2.879 -2.436
33 H 0.478 -0.907 -3.572
34 H 1.850 -0.202 -2.704
35 H -1.066 0.644 -2.332
36 H 0.053 1.376 -3.482

Computed properties:
LUMO energy: -2.34 eV
Molar mass: 353.2 g mol⁻¹
Relative energy (zero: lowest compared OMol25 entry of this formula, charge and spin): 0.0449 eV
HOMO: -0.490 Eh
Net charge: +1
E: -789.1485 Eh
HOMO-LUMO gap: 11.00 eV

=====

Record 5
This record from the OMol25 dataset describes the ion C10H20F2N3O2 with charge +1. The level of theory is ωB97M-V/def2-TZVPD.

Positions of all 37 atoms, in Å:
1 C -4.543 0.620 0.783
2 O -3.767 -0.159 -0.126
3 C -2.837 -1.003 0.480
4 C -1.496 -0.353 0.803
5 C -0.482 -1.388 1.239
6 N 0.771 -0.649 1.081
7 F 1.741 -1.544 0.616
8 C 0.547 0.267 0.044
9 N 1.528 1.006 -0.395
10 C 2.933 1.042 0.087
11 C 3.892 0.007 -0.520
12 C 4.458 -1.041 0.453
13 O 4.474 -2.318 -0.162
14 N -0.734 0.284 -0.334
15 C -1.283 1.434 -1.078
16 C -2.066 1.040 -2.293
17 F -2.036 2.155 -0.189
18 H -4.917 1.483 0.240
19 H -3.951 0.973 1.631
20 H -5.383 0.026 1.150
21 H -2.676 -1.851 -0.190
22 H -3.220 -1.395 1.431
23 H -1.609 0.407 1.579
24 H -0.616 -1.737 2.258
25 H -0.468 -2.228 0.540
26 H 1.312 1.666 -1.128
27 H 3.252 2.046 -0.185
28 H 2.906 0.996 1.176
29 H 4.721 0.571 -0.947
30 H 3.414 -0.519 -1.348
31 H 5.487 -0.778 0.703
32 H 3.890 -1.053 1.386
33 H 3.956 -2.944 0.358
34 H -0.454 2.081 -1.361
35 H -2.940 0.461 -2.012
36 H -2.379 1.941 -2.817
37 H -1.424 0.456 -2.954

Computed properties:
LUMO energy: -3.44 eV
Molar mass: 252.3 g mol⁻¹
Structure (SMILES): COC[C@H]1CN(F)C(NCCCO)=[N+]1[C@@H](C)F
HOMO: -0.482 Eh
Net charge: +1
E: -907.1854 Eh
HOMO-LUMO gap: 9.68 eV

=====

Record 6
This record from the OMol25 dataset describes a structure of composition C10H20FNO2STm in a non-equilibrium geometry. The level of theory is ωB97M-V/def2-TZVPD.

Positions of all 36 atoms, in Å:
1 C 4.872 -0.180 0.090
2 C 3.383 -0.054 -0.175
3 C 2.896 -0.637 -1.474
4 C 2.597 0.544 0.739
5 C 1.216 0.117 1.137
6 C 0.029 1.000 0.641
7 C -1.205 0.204 0.151
8 C -0.954 -0.306 -1.280
9 C -2.415 1.175 0.166
10 C -3.719 0.765 0.878
11 N -4.061 -0.685 0.806
12 S -4.534 -1.345 -0.577
13 O -4.674 -0.467 -1.657
14 O -5.710 -2.029 -0.081
15 F -3.464 -2.397 -0.802
16 H 5.023 -0.441 1.148
17 H 5.410 0.773 -0.171
18 H 5.272 -0.969 -0.552
19 H 2.159 0.016 -1.922
20 H 2.509 -1.653 -1.385
21 H 3.731 -0.705 -2.171
22 H 3.005 1.416 1.259
23 H 1.060 -0.908 0.807
24 H 1.190 0.137 2.224
25 H 0.363 1.675 -0.144
26 H -0.289 1.602 1.489
27 H -1.305 -0.627 0.855
28 H -0.618 -1.340 -1.314
29 H -1.837 -0.223 -1.909
30 H -0.195 0.302 -1.763
31 H -2.649 1.503 -0.842
32 H -2.115 2.071 0.708
33 H -4.554 1.308 0.443
34 H -3.705 1.022 1.932
35 H -3.412 -1.294 1.310
36 Tm 6.701 0.630 1.436

Computed properties:
LUMO energy (alpha / beta): -12.04 / -12.84 eV
Molar mass: 406.3 g mol⁻¹
2S+1: 3
HOMO (alpha / beta): -0.653 / -0.653 Eh
Net charge: +3
E: -2180.2050 Eh
HOMO-LUMO gap (alpha / beta): 5.72 / 4.92 eV